P.
Here is one molecule with the formula C23H25N3O5S from the Open Molecules 2025 dataset. Energies are from ωB97M-V/def2-TZVPD.

```
57
Properties=species:S:1:pos:R:3:nbo_charge:R:1
C -4.69181 -2.41889 -1.84457 -0.2520
H -5.10195 -1.84889 -2.68403 0.1796
O -4.39542 -1.58692 -0.74901 -0.4764
C -3.49666 -0.58568 -0.91629 0.2702
C -2.79680 -0.32900 -2.08519 -0.2988
C -1.88147 0.71464 -2.14439 -0.2007
C -1.67488 1.49158 -1.02854 -0.3482
C -2.38423 1.28334 0.14287 -0.2992
C -3.29452 0.24130 0.21994 0.3360
O -4.02584 -0.07184 1.31021 -0.4909
C -3.91481 0.75707 2.45105 -0.2676
H -2.88792 0.80571 2.82054 0.2120
H -4.55614 0.29960 3.20208 0.1987
H -4.26873 1.76946 2.23617 0.1781
H -2.21129 1.93828 0.97857 0.2631
S -0.48632 2.82599 -1.08127 2.3339
O -1.09042 3.99668 -0.51705 -0.9336
O 0.07458 2.90332 -2.39524 -0.9239
N 0.76173 2.40402 -0.02816 -0.7093
C 1.79093 1.56325 -0.46401 0.2292
C 3.10810 1.73779 -0.03541 -0.2966
C 4.09984 0.85889 -0.43438 -0.1972
C 3.82248 -0.20013 -1.28642 -0.0272
C 2.51905 -0.33769 -1.74934 -0.1764
C 1.51496 0.51424 -1.33664 -0.2418
H 0.50750 0.36911 -1.68489 0.2254
H 2.28309 -1.14346 -2.42822 0.2137
C 4.87320 -1.18731 -1.68698 -0.6322
H 5.84587 -0.90715 -1.29132 0.2118
H 4.60850 -2.17403 -1.30771 0.2348
H 4.94183 -1.25324 -2.77131 0.2192
H 5.10878 1.00871 -0.07667 0.2116
H 3.36739 2.57363 0.59845 0.2152
C 0.69230 2.85284 1.34669 -0.3147
C 0.37846 1.65779 2.24915 0.6770
O -0.71386 1.47420 2.74952 -0.6500
N 1.41763 0.81311 2.41296 -0.6121
H 2.25241 0.97509 1.86472 0.4131
C 1.23012 -0.54907 2.88155 -0.2509
C 1.10422 -1.46245 1.69135 -0.0700
C -0.08696 -1.53297 0.97708 -0.1664
C -0.14540 -2.32441 -0.15606 -0.2450
C 0.99632 -3.01517 -0.53415 0.0288
N 2.13599 -2.95107 0.13197 -0.4212
C 2.18630 -2.19077 1.21023 0.0337
H 3.14109 -2.16820 1.72115 0.1893
H 1.00406 -3.65201 -1.40903 0.1919
H -1.05632 -2.39858 -0.72890 0.2216
H -0.95163 -0.97579 1.30636 0.2286
H 0.31563 -0.55944 3.47903 0.2417
H 2.08228 -0.83090 3.50457 0.2092
H 1.61996 3.34383 1.65606 0.2106
H -0.12157 3.57777 1.38994 0.2715
H -1.33915 0.93285 -3.05030 0.2463
H -2.95680 -0.93328 -2.96342 0.2267
H -3.81081 -2.97640 -2.17970 0.1738
H -5.44289 -3.11933 -1.48357 0.2060
```

Calculated values
Multiplicity: 1
HOMO energy (eV): -8.355
Gap between HOMO and LUMO (eV): 8.940
SMILES: COc1ccc(S(=O)(=O)N(CC(=O)NCc2cccnc2)c2ccc(C)cc2)cc1OC
Net charge: 0
Molecular weight (Da): 455.54

=====

Q.
Here is one molecule with the formula C23H25N3O5S from the Open Molecules 2025 dataset. Energies are from ωB97M-V/def2-TZVPD.

```
57
Properties=species:S:1:pos:R:3:nbo_charge:R:1
C -6.06884 -0.90562 1.19198 -0.7151
C -5.06100 0.05028 0.59161 0.6884
O -5.26286 0.69573 -0.40564 -0.5829
N -3.89712 0.09102 1.32047 -0.6308
C -2.73262 0.81084 1.07367 0.2660
C -2.59980 1.68972 -0.00292 -0.2697
C -1.39002 2.32017 -0.22764 -0.1651
C -0.32537 2.08735 0.62319 -0.3747
C -0.45395 1.25351 1.71780 -0.1620
C -1.65884 0.62208 1.94841 -0.2724
H -1.76674 -0.04217 2.79391 0.2103
H 0.39713 1.10017 2.36118 0.2484
S 1.30834 2.60874 0.12074 2.2992
O 2.24642 2.29134 1.16531 -0.9508
O 1.33276 3.93302 -0.41257 -0.9178
N 1.62102 1.53562 -1.16486 -0.8521
C 0.82428 0.36799 -1.18911 -0.1253
C 0.97231 -0.63220 -0.24990 0.3491
N 1.91467 -0.49985 0.72075 -0.6681
H 2.36603 0.40886 0.69010 0.4381
C 2.79874 -1.52307 1.25506 -0.0306
C 3.26536 -2.50816 0.17508 -0.4173
C 4.12811 -1.80562 -0.86928 -0.4048
C 5.34618 -1.16909 -0.20783 -0.3966
C 4.90689 -0.16299 0.85093 -0.4052
C 4.00619 -0.82671 1.89068 -0.4068
H 3.65372 -0.07610 2.60005 0.2199
H 4.58000 -1.57494 2.44213 0.2097
H 4.38022 0.66611 0.37442 0.2090
H 5.78049 0.25551 1.35363 0.2149
H 5.96016 -0.67145 -0.96005 0.2119
H 5.95352 -1.94947 0.25822 0.1903
H 3.54182 -1.03396 -1.37246 0.2035
H 4.44560 -2.52836 -1.62356 0.2121
H 2.40074 -2.97366 -0.30209 0.2114
H 3.84697 -3.29735 0.65676 0.2073
H 2.28138 -2.07914 2.04986 0.1860
C -0.01468 -1.69900 -0.28849 -0.1164
C -0.15837 -2.68035 0.70021 -0.1912
C -1.15858 -3.62427 0.63676 -0.2358
C -2.05947 -3.62363 -0.42188 -0.1906
C -1.96270 -2.65695 -1.39721 -0.2364
C -0.95841 -1.69226 -1.33033 0.3135
O -0.97186 -0.75709 -2.30538 -0.4506
C -0.15084 0.32738 -2.24829 0.7415
O -0.25223 1.18751 -3.09930 -0.6070
H -2.65585 -2.60968 -2.22148 0.2347
H -2.83726 -4.36966 -0.47567 0.2196
H -1.24154 -4.36785 1.41490 0.2174
H 0.51422 -2.68764 1.53900 0.2167
H 1.48340 2.03929 -2.03816 0.4410
H -1.26020 2.98027 -1.07071 0.2502
H -3.43164 1.84835 -0.66832 0.2673
H -3.85559 -0.50569 2.13560 0.3963
H -6.32212 -0.59886 2.20463 0.2290
H -5.65934 -1.91329 1.22057 0.2275
H -6.96808 -0.90219 0.58342 0.2462
```

Calculated values
Multiplicity: 1
HOMO energy (eV): -8.290
Gap between HOMO and LUMO (eV): 8.248
SMILES: CC(=O)Nc1ccc(S(=O)(=O)Nc2c(NC3CCCCC3)c3ccccc3oc2=O)cc1
Net charge: 0
Molecular weight (Da): 455.54

=====

Computed stability ranking, most favorable first: Q, P

=====

P.
Here is a 2-piece molecular cluster, CH4O2PS overall from the Open Molecules 2025 dataset. Energies are from ωB97M-V/def2-TZVPD.

```
9
Properties=species:S:1:pos:R:3:nbo_charge:R:1
C 0.66586 0.12300 -0.47223 -0.8659
O -1.37540 -1.58100 -0.25029 -1.1768
O -1.89393 0.83896 0.16418 -1.0387
P -0.86717 -0.45437 0.56284 1.3185
S 2.03352 -0.84126 0.10672 -0.0890
H 1.15121 1.56964 -0.45193 0.0854
H 0.51725 -0.02857 -1.54042 0.2074
H -1.63216 1.61123 0.66536 0.4601
H 1.40083 -1.23762 1.21576 0.0991
```

Calculated values
Multiplicity: 1
HOMO energy (eV): -3.094
Gap between HOMO and LUMO (eV): 6.689
Net charge: -1
Molecular weight (Da): 111.08

=====

Q.
Here is a 2-piece molecular cluster, CH4O2PS overall from the Open Molecules 2025 dataset. Energies are from ωB97M-V/def2-TZVPD.

```
9
Properties=species:S:1:pos:R:3:nbo_charge:R:1
C -0.06146 0.72166 1.22056 -0.9585
O 1.93353 -0.15164 -1.21235 -1.1123
O -0.64208 0.11815 -1.70537 -1.0169
P 0.55602 -0.62758 -0.78662 1.8121
S -0.01874 -2.46325 -0.48632 -0.7699
H 0.60577 1.60827 1.10454 0.1877
H -1.16205 0.92842 1.11472 0.1829
H 0.27396 0.17849 2.19913 0.1867
H -1.48496 -0.31253 -1.44829 0.4883
```

Calculated values
Multiplicity: 1
HOMO energy (eV): -3.883
Gap between HOMO and LUMO (eV): 7.598
Net charge: -1
Molecular weight (Da): 111.08

=====

Computed stability ranking, most favorable first: Q, P